{
  "formula": "C3H18NO4",
  "method": "wB97M-V/def2-TZVPD",
  "e_lumo_ev": -2.71,
  "homo_lumo_gap_ev": 12.3,
  "homo_ev": -15.04,
  "charge": 1,
  "de_lowest_kcal_mol": 30.0,
  "symbols": ["C", "C", "N", "C", "H", "H", "H", "H", "H", "H", "H", "H", "H", "H", "H", "H", "O", "H", "H", "O", "H", "H", "O", "H", "H", "O"],
  "positions_angstrom": [[-0.72488, 2.26241, 0.26865], [-0.97737, 0.98520, 1.06998], [-0.24813, -0.14982, 0.36469], [-1.02479, -1.41034, 0.56306], [-0.83798, 2.12393, -0.80395], [-1.25508, 3.13712, 0.61589], [0.32099, 2.55339, 0.40430], [-0.64017, 1.13298, 2.11335], [-2.05440, 0.84918, 1.24310], [0.72997, -0.03256, 0.71645], [-0.22589, 0.08826, -0.62928], [-1.42882, -1.64006, 1.54149], [-0.46428, -2.25096, 0.20155], [-1.84824, -1.25967, -0.13059], [-3.76867, -3.03120, 0.06148], [-4.28547, -2.20079, 1.17014], [-3.49110, -2.27716, 0.60671], [1.71128, 1.84228, -2.27280], [2.01794, 0.31135, -2.17067], [1.66107, 1.09191, -1.66319], [2.78790, 0.89748, 1.32773], [2.52182, 0.73344, -0.15104], [2.51116, 0.22139, 0.69361], [2.59620, -2.01424, -1.71423], [3.48919, -0.78999, -1.37297], [2.92774, -1.17353, -2.05346]],
  "forces_ev_per_angstrom": [[1.169, 0.059, 0.358], [-0.449, 1.557, 0.239], [-1.012, 1.135, 2.003], [0.189, 0.050, -1.470], [-0.433, 0.010, -0.033], [-0.609, -0.090, 0.062], [0.094, -0.117, -0.107], [0.517, -0.505, -0.615], [0.273, -0.755, -0.849], [0.023, -0.873, -0.348], [0.197, -0.108, 0.101], [0.410, 0.680, 0.219], [0.461, -0.392, -0.052], [-0.064, -0.256, 0.369], [0.363, 0.160, -0.078], [0.536, 0.252, -0.100], [-1.640, -0.780, 0.249], [-0.032, -0.099, 0.202], [-0.320, 0.449, 0.442], [0.106, -0.191, -0.905], [0.149, -0.340, 0.232], [-0.312, -0.293, 0.249], [0.107, 0.780, -0.141], [0.222, 0.118, 0.002], [0.223, -0.388, 0.206], [-0.169, -0.062, -0.236]]
}